--- a ---
Below is a 2-piece molecular cluster, C6H12N3 overall, with properties calculated with ωB97M-V with the def2-TZVPD basis set.

Each line ends with the Mulliken charge.
Element x y z (Å)
C -3.3453 0.9480 -0.1829  -0.203
C -2.8635 1.0177 -1.4441  -0.432
C -1.2038 0.3495 -0.2456  -0.383
C 1.5190 0.5191 1.2701  -1.253
C 1.8570 -0.6238 -0.9351  -1.246
C 1.1817 -0.6400 0.3986  0.965
N -2.3060 0.4345 0.5308  0.008
N -1.6027 0.5655 -1.4743  0.000
N 0.5988 -1.6664 0.8925  -0.297
H -4.3973 1.1273 0.1996  0.347
H -3.5517 1.1946 -2.2881  0.331
H 2.5982 0.7852 1.4029  0.380
H 1.0974 1.3513 0.8984  0.366
H 1.0464 0.3161 2.2841  0.327
H 1.4005 0.0718 -1.6028  0.280
H 2.8147 -0.3456 -0.4971  0.371
H 1.9728 -1.5905 -1.2861  0.453
H -1.1319 0.2952 -2.3625  0.266
H 0.3077 -1.8336 1.8925  0.270
H 0.3863 -2.4949 0.2976  0.275
H -2.3917 0.0602 1.4226  0.176

Kohn-Sham gap: 8.78 eV
Net charge: +1
HOMO energy: -12.07 eV
LUMO: -3.292 eV

---

--- b ---
Below is an isolated ion of composition C6H12N3 and charge +1, with properties calculated with ωB97M-V with the def2-TZVPD basis set.

Each line ends with the Mulliken charge.
Element x y z (Å)
C 0.6277 -0.8321 1.2915  -1.009
C -0.5304 -0.0952 2.1401  -0.448
C -0.1373 -0.5395 -1.1351  -0.151
C 0.7829 -0.1250 0.0194  0.833
C -0.0191 0.0751 -2.4769  -1.330
C 1.7443 0.9133 -0.1376  -1.056
N -1.7841 -0.4385 1.5951  -0.178
N -3.5399 0.7934 0.7639  -0.499
N -2.5666 0.3104 1.0695  0.533
H 1.4214 -0.7624 2.0152  0.396
H 0.3706 -1.8502 1.1897  0.417
H -0.5186 -0.6118 3.1326  0.357
H -0.2654 0.9929 1.9757  0.475
H -1.2897 -0.4448 -0.9287  0.231
H 0.0240 -1.6544 -1.3141  0.309
H 0.1679 1.1538 -2.5303  0.398
H -1.0196 -0.1706 -2.8753  0.363
H 0.8185 -0.4312 -3.1715  0.298
H 1.8850 1.3780 0.8843  0.347
H 1.2685 1.7775 -0.7363  0.338
H 2.5600 0.5612 -0.7712  0.376

Kohn-Sham gap (alpha / beta): 7.34 / 7.34 eV
Net charge: +1
HOMO energy (alpha / beta): -13.54 / -13.54 eV
LUMO (alpha / beta): -6.200 / -6.200 eV

---

--- c ---
Below is an isolated ion of composition C6H12N3 and charge +1, with properties calculated with ωB97M-V with the def2-TZVPD basis set.

Each line ends with the Mulliken charge.
Element x y z (Å)
C 1.3075 -1.3937 0.2651  -0.807
N 0.1518 -0.6540 0.6006  -0.265
C 0.4603 0.7662 0.9363  0.138
N -0.6857 1.2585 1.6000  -0.508
C 0.9292 1.4867 -0.3408  -0.927
C 0.1554 1.5029 -1.4513  0.062
C -0.9547 0.6737 -1.6705  -0.352
C -1.1154 -0.4398 -0.9735  0.198
N -1.9260 -1.4806 -0.9315  -0.475
H 1.8288 -0.7731 -0.6956  0.299
H 2.0962 -1.4471 1.0316  0.354
H 1.1062 -2.4550 -0.2143  0.265
H -0.4164 -1.1719 1.2817  0.351
H 1.4303 0.7271 1.5969  0.325
H -0.9950 2.1307 1.1497  0.256
H -0.6008 1.1753 2.5890  0.235
H 1.8423 2.0809 -0.3903  0.351
H 0.4329 2.0508 -2.3557  0.428
H -1.6061 1.0263 -2.5108  0.436
H -1.5263 -2.3614 -1.1675  0.303
H -2.4720 -1.5824 -0.0446  0.331

Kohn-Sham gap: 9.42 eV
Net charge: +1
HOMO energy: -13.24 eV
LUMO: -3.818 eV
SMILES: CN[C@H](N)/C=C\C=C=[NH2+]

---

Stability ranking, top and bottom: a is the most stable and b is the least stable.

---

--- a ---
Below is a 2-piece molecular cluster, C8H7N3O overall, with properties calculated with ωB97M-V with the def2-TZVPD basis set.

Each line ends with the Mulliken charge.
Element x y z (Å)
C -1.8026 -2.7315 2.3159  0.065
C -0.9573 -1.9255 2.0311  -0.965
C 0.0447 -0.9044 1.6848  1.548
C -0.2984 0.4644 2.2934  -1.389
C 1.3901 -1.3386 2.1170  0.110
N 2.4539 -1.6465 2.4524  -0.462
H -2.5297 -3.4415 2.5776  0.472
H 0.0811 -0.8153 0.5825  -0.391
H -0.3285 0.4012 3.3866  0.392
H -1.2768 0.7931 1.9359  0.348
H 0.4497 1.2114 2.0037  0.347
O 0.7288 -0.6737 -1.3924  -0.484
C 0.5444 0.2523 -2.1332  0.489
N -0.4474 1.2964 -1.9067  -0.372
C -0.3076 2.0641 -2.9142  -0.011
C 0.7747 1.5459 -3.8320  -0.013
N 1.2815 0.4715 -3.3685  -0.448
H -0.8929 2.9667 -3.0722  0.389
H 1.0923 2.0102 -4.7619  0.375

Kohn-Sham gap: 8.19 eV
HOMO energy: -10.22 eV
LUMO: -2.034 eV
SMILES: C#C[C@@H](C)C#N.O=C1N=CC=N1

---

--- b ---
Below is one molecule with the formula C8H7N3O, with properties calculated with ωB97M-V with the def2-TZVPD basis set.

Each line ends with the Mulliken charge.
Element x y z (Å)
C 2.9743 2.1557 1.9619  -0.694
O 2.2998 1.6566 0.7963  -0.341
C 1.5570 0.5440 1.0635  0.130
N 2.0150 -0.3701 1.9585  -0.268
N 1.2976 -1.4503 2.3391  -0.669
C 0.0852 -1.6576 1.7382  -0.496
C -0.4151 -0.8362 0.7665  0.974
C -1.6551 -1.0991 0.1057  -0.550
C -2.1568 -0.1316 -0.7415  -0.385
C -1.4757 1.0649 -0.9379  -0.195
N -0.2758 1.2872 -0.3539  -0.551
C 0.2609 0.3577 0.4653  0.785
H 2.2788 2.3383 2.8147  0.295
H 3.4446 3.1298 1.7027  0.250
H 3.7650 1.4575 2.3218  0.290
H -0.5336 -2.5062 2.0839  0.364
H -2.2133 -2.0180 0.2716  0.377
H -3.0275 -0.4327 -1.3528  0.314
H -1.8834 1.7847 -1.6663  0.368

Kohn-Sham gap: 8.53 eV
HOMO energy: -9.03 eV
LUMO: -0.502 eV
SMILES: COc1nncc2cccnc12

---

--- c ---
Below is one molecule with the formula C8H7N3O, with properties calculated with ωB97M-V with the def2-TZVPD basis set.

Each line ends with the Mulliken charge.
Element x y z (Å)
C -0.8436 -1.3326 1.9891  -0.896
N -0.6503 -0.3849 1.0268  0.181
C -1.5054 0.5160 0.3958  -0.454
C -0.9152 1.1083 -0.6325  0.148
C -1.6101 2.2686 -1.2640  -0.212
O -1.0613 3.0333 -2.0438  -0.490
C 0.3413 0.5143 -0.8425  0.859
N 1.3033 0.5656 -1.7118  -0.671
C 2.3360 -0.1456 -1.5082  -0.275
C 2.4467 -1.0832 -0.4950  -0.414
N 1.4257 -1.2713 0.4168  -0.614
C 0.4723 -0.4075 0.2416  0.543
H -1.9464 -1.3191 2.2807  0.330
H -0.3615 -1.1625 2.9865  0.251
H -0.6185 -2.3317 1.5875  0.346
H -2.6619 0.5807 0.6693  0.213
H -2.6235 2.4395 -0.6731  0.182
H 3.1380 0.0313 -2.1048  0.525
H 3.3343 -1.6193 -0.3185  0.448

Kohn-Sham gap: 9.24 eV
HOMO energy: -9.17 eV
LUMO: 0.073 eV
SMILES: Cn1cc(C=O)c2nccnc21

---

Stability ranking, top and bottom: c is the most stable and a is the least stable.

---

--- a ---
Below is IZn as an isolated structure, with properties calculated with ωB97M-V with the def2-TZVPD basis set.

Each line ends with the Mulliken charge.
Element x y z (Å)
Zn -0.3745 -0.6987 0.9893  0.708
I 0.3745 0.6987 -0.9893  0.292

Kohn-Sham gap: 6.55 eV
Net charge: +1
HOMO energy: -15.14 eV
LUMO: -8.595 eV

---

--- b ---
Below is IZn as an isolated structure, with properties calculated with ωB97M-V with the def2-TZVPD basis set.

Each line ends with the Mulliken charge.
Element x y z (Å)
Zn 8.1283 5.7039 -0.5448  0.695
I 5.7556 4.5631 2.0874  0.305

Kohn-Sham gap: 5.33 eV
Net charge: +1
HOMO energy: -14.99 eV
LUMO: -9.658 eV

---

Stability ranking, top and bottom: a is the most stable and b is the least stable.

---

--- a ---
Below is a 2-piece molecular cluster, C2H4N2S3 overall, with properties calculated with ωB97M-V with the def2-TZVPD basis set.

Each line ends with the Mulliken charge.
Element x y z (Å)
C -2.9971 -2.2282 -0.4145  -0.003
C -0.9306 -0.8035 -0.8217  -0.059
N -3.4577 -0.3792 -1.8054  -0.603
N -3.5436 -1.4704 -1.2239  0.221
S -1.7335 0.2107 -1.8302  0.117
S 0.4874 -0.4722 0.0138  -0.124
S 1.5249 3.2697 -0.3921  -0.260
H -3.2194 -3.2012 0.0110  0.333
H 2.5368 2.9957 -1.3426  0.156
H 0.4454 -1.4760 0.9364  0.146
H 1.1980 2.0801 0.1099  0.075

Kohn-Sham gap (alpha / beta): 7.90 / 7.90 eV
HOMO energy (alpha / beta): -8.37 / -8.38 eV
LUMO (alpha / beta): -0.471 / -0.470 eV

---

--- b ---
Below is one molecule with the formula C2H4N2S3, with properties calculated with ωB97M-V with the def2-TZVPD basis set.

Each line ends with the Mulliken charge.
Element x y z (Å)
S 3.2091 -1.6550 -1.7257  -0.354
C 2.0612 -1.0909 -0.7262  0.268
N 0.8222 -0.6939 -1.1389  -0.136
N 0.0339 0.0173 -0.2496  -0.247
S 0.2047 1.7765 -0.3879  -0.119
C 0.3507 -0.5012 1.0441  -0.449
S 2.1475 -0.9595 1.0266  -0.065
H 0.6690 -0.5275 -2.1250  0.290
H -1.0512 1.9412 -0.8112  0.161
H 0.1556 0.2183 1.8339  0.371
H -0.2122 -1.4233 1.2096  0.280

Kohn-Sham gap: 8.85 eV
HOMO energy: -8.55 eV
LUMO: 0.303 eV
SMILES: S=C1NN(S)CS1

---

Stability ranking, top and bottom: b is the most stable and a is the least stable.

---

--- a ---
Below is C2H4N2S3 as an isolated structure, with properties calculated with ωB97M-V with the def2-TZVPD basis set.

Each line ends with the Mulliken charge.
Element x y z (Å)
C 0.6048 -1.2601 0.5058  -0.681
C -0.6825 0.4963 0.0094  0.423
N 0.3364 1.3320 -0.4233  -0.165
N 1.4848 0.9634 -0.6170  -0.206
S 2.0396 -0.5038 -0.1905  0.091
S -1.7092 -0.0910 -1.3342  -0.200
S -1.6731 1.1605 1.1630  -0.237
H 0.9449 -1.6476 1.4994  0.315
H 0.1140 -2.0036 0.0153  0.344
H -0.6223 -0.5010 -2.2080  0.170
H -0.8374 2.0551 1.5800  0.144

Kohn-Sham gap: 8.90 eV
HOMO energy: -8.80 eV
LUMO: 0.102 eV

---

--- b ---
Below is one molecule with the formula C2H4N2S3, with properties calculated with ωB97M-V with the def2-TZVPD basis set.

Each line ends with the Mulliken charge.
Element x y z (Å)
N 0.7258 0.7654 -1.3407  -0.571
N 0.6187 1.0767 0.0193  -0.016
C 0.1463 0.0327 0.8447  -0.130
S 0.3315 0.0686 2.5519  -0.201
C -0.3497 -1.1769 0.2256  0.254
S 0.5596 -2.2924 -0.5908  -0.164
S -2.1930 -0.9060 0.0034  -0.164
H 1.4679 0.1397 -1.6310  0.255
H -0.1709 0.7647 -1.7915  0.281
H 1.1181 1.8992 0.2389  0.216
H -2.2543 -0.3716 1.4703  0.239

Kohn-Sham gap: 7.53 eV
HOMO energy: -8.80 eV
LUMO: -1.261 eV
SMILES: NNC(=S)C(=S)S

---

Stability ranking, top and bottom: b is the most stable and a is the least stable.

---

--- a ---
Below is one molecule with the formula C6H7Cl, with properties calculated with ωB97M-V with the def2-TZVPD basis set.

Each line ends with the Mulliken charge.
Element x y z (Å)
C -0.6901 1.9770 1.8224  -0.922
C -0.4585 1.1550 0.8118  0.565
C 0.5230 0.0100 0.5848  -0.418
C -0.1949 -0.2409 -0.7250  0.474
C -0.0872 -1.2314 -1.8065  -1.077
C -1.0676 0.8995 -0.4784  -0.272
Cl -2.3271 1.6193 -1.3628  -0.228
H -0.1062 1.9427 2.7255  0.291
H -1.4815 2.7035 1.7716  0.266
H 0.4604 -0.7889 1.3245  0.243
H 1.5623 0.3238 0.4751  0.200
H -1.0858 -1.5425 -2.1122  0.311
H 0.4817 -2.1006 -1.4815  0.308
H 0.4011 -0.7998 -2.6818  0.260

Kohn-Sham gap: 9.07 eV
HOMO energy: -8.20 eV
LUMO: 0.865 eV
SMILES: C=C1CC(C)=C1Cl

---

--- b ---
Below is one molecule with the formula C6H7Cl, with properties calculated with ωB97M-V with the def2-TZVPD basis set.

Each line ends with the Mulliken charge.
Element x y z (Å)
C 0.1405 2.2070 0.7805  -1.015
C 0.7676 1.0510 -0.0363  0.063
C 0.2612 -0.1518 -0.2621  -0.125
C -0.8885 -0.9712 0.2528  -0.386
C -0.4022 -2.1516 -0.5598  -0.340
C 0.6862 -1.6803 -1.1744  -0.186
Cl 1.7352 -2.0832 -2.3381  -0.196
H 0.4515 3.2046 0.7056  0.381
H 0.1434 1.9886 1.8874  0.254
H -1.0070 2.0555 0.6348  0.217
H 1.6459 1.4389 -0.4650  0.391
H -1.9060 -0.6547 0.0515  0.322
H -0.7339 -1.1680 1.2933  0.219
H -0.8940 -3.0849 -0.7702  0.401

Kohn-Sham gap: 9.93 eV
HOMO energy: -8.95 eV
LUMO: 0.978 eV
SMILES: C/C=C1\CC=C1Cl

---

--- c ---
Below is one molecule with the formula C6H7Cl, with properties calculated with ωB97M-V with the def2-TZVPD basis set.

Each line ends with the Mulliken charge.
Element x y z (Å)
C -0.8001 1.8659 0.3432  -1.370
C -0.2885 0.5256 0.0908  0.857
C -0.4583 -0.6219 0.8469  -0.085
Cl -1.5245 -0.9485 2.2004  -0.216
C 0.3539 -1.7267 0.1234  -0.449
C 1.0287 -0.9894 -0.9456  -0.605
C 0.6381 0.2769 -0.9722  -0.593
H -1.0319 1.9009 1.3736  0.373
H -1.5515 2.0489 -0.4216  0.300
H -0.1167 2.6369 0.1238  0.401
H -0.1424 -2.7208 -0.1735  0.340
H 1.1887 -2.0462 0.5875  0.264
H 1.6912 -1.3858 -1.6483  0.491
H 1.0135 1.1842 -1.5285  0.292

Kohn-Sham gap: 9.21 eV
HOMO energy: -8.23 eV
LUMO: 0.981 eV
SMILES: CC1=C(Cl)CC=C1

---

Stability ranking, top and bottom: c is the most stable and b is the least stable.